A cluster of 2 separate species, C6H7NO2 in total, computed with the ωB97M-V functional and the def2-TZVPD basis.

Output
HOMO-LUMO gap (spin up / spin down)	8.3 / 8.3	eV
charge	0
HOMO level (spin up / spin down)	-8.4 / -8.4	eV

Last column: Mulliken charge in e.
Positions of all 16 atoms, in Å:
C 0.485 2.090 0.597  -0.7430
C 1.346 2.091 -0.468  -0.4572
C -0.151 0.817 0.565  0.7548
C 0.478 0.145 -0.392  -0.3090
C 0.305 -2.121 -1.399  0.1699
C -1.061 0.228 1.541  -0.8623
N -0.863 -2.940 -1.340  -0.4167
O 1.324 0.909 -1.147  -0.3134
O 0.322 -3.076 -0.478  -0.2446
H 0.378 2.797 1.332  0.4726
H 1.875 2.810 -0.923  0.5111
H 0.829 -1.871 -2.278  0.3530
H -2.006 0.970 1.411  0.2412
H -1.083 -0.836 1.246  0.2187
H -0.605 0.451 2.489  0.2780
H -1.574 -2.463 -0.755  0.3471

A cluster of 2 separate species, C8H19F2NP in total, computed with the ωB97M-V functional and the def2-TZVPD basis.

Output
HOMO-LUMO gap	5.4	eV
charge	+1
HOMO level	-11.9	eV

Last column: Mulliken charge in e.
Positions of all 31 atoms, in Å:
C -3.000 1.749 0.753  -0.5587
C 3.099 -2.023 1.103  -1.1954
C 3.157 0.334 -1.487  -1.0431
C -3.667 1.083 -0.487  -0.4180
C -3.741 -0.344 -0.388  0.2365
C 2.688 -0.587 1.472  -0.5068
C 2.409 1.046 -0.304  -0.8923
C -3.229 -1.176 -1.547  -1.0823
N 1.793 0.136 0.638  0.3752
F -0.548 0.352 -0.482  -0.3589
F -0.151 -0.994 1.530  -0.2778
P 0.246 0.481 1.065  0.1094
H -3.418 1.330 1.724  0.3364
H -3.136 2.786 0.828  0.4172
H -2.018 1.408 0.572  -0.1810
H 3.749 -2.127 0.290  0.3601
H 3.771 -2.338 2.047  0.3067
H 2.295 -2.695 0.830  0.3195
H 2.818 -0.725 -1.566  0.2534
H 2.928 0.881 -2.353  0.3639
H 4.200 0.386 -1.177  0.3051
H -3.078 1.417 -1.338  0.2534
H -4.573 1.538 -0.530  0.5112
H -3.321 -0.605 -2.470  0.3352
H -4.100 -0.786 0.510  0.4354
H 2.384 -0.580 2.549  0.4566
H 3.717 -0.020 1.465  0.2816
H 3.170 1.595 0.214  0.4999
H 1.715 1.751 -0.554  0.5817
H -3.942 -1.876 -1.638  0.4486
H -2.216 -1.397 -1.271  0.3273

A cluster of 2 separate species, C5H8BrI in total, computed with the ωB97M-V functional and the def2-TZVPD basis.

Output
HOMO-LUMO gap (spin up / spin down)	6.6 / 6.6	eV
charge	0
HOMO level (spin up / spin down)	-7.8 / -7.9	eV

Last column: Mulliken charge in e.
Positions of all 15 atoms, in Å:
C -2.742 -2.186 0.335  -0.3308
C -1.795 -0.013 -0.322  -0.6438
C -0.646 -0.415 1.574  -0.9434
C 0.133 1.591 0.175  -1.4346
C -0.448 0.142 0.183  0.7974
Br -4.416 -1.618 0.675  -0.0294
I -3.083 1.635 -0.590  0.1326
H -2.550 -2.409 -0.736  0.2035
H 0.285 -0.698 2.171  0.3133
H -1.227 -1.373 1.263  0.3373
H -1.402 0.114 2.206  0.2577
H 0.198 1.987 -0.840  0.3981
H 1.120 1.660 0.567  0.3968
H -0.558 2.312 0.694  0.3115
H 0.128 -0.604 -0.434  0.2337

Going through the records in order, we get relative energy (zero: lowest compared OMol25 entry of this formula, charge and spin) values of 769.98, 25.16, 606.24 kJ/mol.